# 1
# C5H12N4

C5H12N4 in the gas phase (the ωB97M-V functional and the def2-TZVPD basis, the OMol25 dataset).

Positions of all 21 atoms, in Å:
C  1.553  -1.944  0.678
N  0.358  -1.129  0.621
C  0.379  0.190  1.464
N  0.799  0.417  2.556
H  -0.540  -1.603  0.595
H  1.963  -1.921  1.693
H  2.321  -1.507  0.026
H  1.367  -2.969  0.350
C  -1.910  1.317  0.594
C  -0.066  0.557  -0.986
N  -0.971  -0.087  -1.772
N  1.198  0.717  -1.460
C  -0.425  1.228  0.269
H  -1.901  -0.200  -1.402
H  -0.656  -0.580  -2.593
H  1.496  0.204  -2.277
H  1.863  1.091  -0.797
H  0.032  2.216  0.320
H  -2.037  1.965  1.459
H  -2.524  1.700  -0.226
H  -2.300  0.339  0.886

Energy relative to the best compared isomer or geometry (same formula, charge and spin), kcal/mol: 73.81
Kohn-Sham gap, Ha: 0.2445

Here are the Löwdin charges for atoms 1 to 6, given in e:
1 C -0.1511
2 N -0.1174
3 C -0.4980
4 N 0.0488
5 H 0.0954
6 H 0.0663

=====

# 2
# C17H10IrO5PSe2

A molecular structure, C17H10IrO5PSe2 (the ωB97M-V functional and the def2-TZVPD basis, the OMol25 dataset).

Positions of all 36 atoms, in Å:
Ir  0.726  2.465  -0.727
O  -0.248  6.719  3.561
C  -0.063  5.898  2.716
C  0.757  4.590  2.874
O  1.320  4.219  3.870
C  0.690  3.999  1.543
C  -0.079  4.708  0.662
O  -0.221  4.238  -0.551
C  -0.654  5.912  1.282
O  -1.369  6.756  0.817
O  1.237  2.867  1.099
Se  1.742  0.617  -1.917
P  0.050  -0.459  -1.053
Se  -1.300  1.227  -0.726
C  0.549  -1.250  0.488
C  -0.224  -1.117  1.636
C  0.159  -1.763  2.802
C  1.307  -2.539  2.821
C  2.082  -2.669  1.675
C  1.707  -2.025  0.509
C  -0.636  -1.730  -2.130
C  -2.011  -1.869  -2.271
C  -2.523  -2.878  -3.073
C  -1.662  -3.741  -3.734
C  -0.287  -3.598  -3.600
C  0.229  -2.592  -2.800
H  -1.107  -0.492  1.628
H  -0.436  -1.647  3.697
H  1.607  -3.036  3.734
H  2.986  -3.262  1.694
H  2.330  -2.110  -0.373
H  -2.687  -1.188  -1.767
H  -3.594  -2.984  -3.185
H  -2.063  -4.525  -4.363
H  0.383  -4.265  -4.124
H  1.302  -2.474  -2.711

Energy relative to the best compared isomer or geometry (same formula, charge and spin), kcal/mol: 0.11
Kohn-Sham gap, Ha: 0.2488

Here are the Löwdin charges for atoms 1 to 6, given in e:
1 Ir 0.7691
2 O 0.1752
3 C -0.2202
4 C -0.2722
5 O 0.1376
6 C -0.2687

=====

# 3
# C60H69Cl3N4O3PRuS2

A molecular structure, C60H69Cl3N4O3PRuS2 (the ωB97M-V functional and the def2-TZVPD basis, the OMol25 dataset).

Positions of all 143 atoms, in Å:
Ru  0.480  0.130  0.461
O  -1.252  0.091  3.317
S  0.095  -0.099  3.770
O  0.658  0.757  4.774
N  1.035  -0.207  2.506
C  2.430  -0.265  2.743
C  3.049  -0.761  3.861
C  4.451  -0.769  4.000
C  5.251  -0.256  3.024
C  4.652  0.281  1.861
C  5.408  0.906  0.851
C  4.773  1.495  -0.203
C  3.378  1.399  -0.289
N  2.636  0.757  0.594
C  3.250  0.246  1.709
C  -0.167  -1.681  4.677
C  -1.279  -2.581  4.294
C  -1.549  -3.651  5.248
C  -0.925  -3.766  6.461
C  0.047  -2.828  6.784
C  0.424  -1.799  5.901
H  2.464  -1.162  4.674
H  4.885  -1.176  4.902
H  6.327  -0.243  3.124
H  6.486  0.941  0.942
H  5.314  2.026  -0.968
H  2.861  1.897  -1.098
H  -2.159  -1.916  4.400
H  -2.320  -4.364  4.982
H  -1.181  -4.560  7.147
H  0.518  -2.872  7.758
H  1.131  -1.048  6.223
C  2.310  -4.275  2.981
C  0.796  -4.439  3.066
C  0.376  -5.813  2.526
C  0.014  -3.359  2.355
C  -1.398  -3.133  2.772
C  -2.265  -2.319  1.833
C  -3.763  -2.564  1.997
C  -4.106  -3.910  1.330
C  -4.351  -2.601  3.408
C  -1.755  -1.653  0.771
C  -0.306  -1.855  0.383
C  0.500  -2.648  1.354
C  0.027  -2.711  -0.906
C  -0.919  -2.823  -2.094
C  1.495  -2.524  -1.356
C  -2.672  -0.810  -0.117
C  -3.605  -1.484  -0.907
C  -4.486  -0.834  -1.755
C  -4.478  0.551  -1.825
C  -3.597  1.251  -1.021
C  -2.687  0.609  -0.173
P  -1.616  1.652  0.896
C  -2.945  2.265  2.152
C  -2.287  3.184  3.190
C  -4.086  2.979  1.400
C  -3.685  1.151  2.891
C  -0.933  3.262  0.109
C  0.368  3.471  0.909
C  -1.743  4.560  0.235
C  -0.588  3.140  -1.377
H  2.803  -4.953  3.677
H  2.626  -3.257  3.210
H  2.673  -4.526  1.983
H  0.520  -4.426  4.128
H  0.638  -5.887  1.470
H  -0.697  -5.987  2.619
H  0.889  -6.614  3.060
H  -1.908  -4.093  2.893
H  -4.291  -1.789  1.444
H  -3.796  -4.753  1.952
H  -3.627  -4.022  0.360
H  -5.185  -3.996  1.193
H  -3.989  -3.456  3.980
H  -5.432  -2.730  3.336
H  -4.182  -1.691  3.973
H  1.537  -2.800  1.075
H  -0.013  -3.723  -0.488
H  -1.097  -1.896  -2.623
H  -1.873  -3.246  -1.800
H  -0.473  -3.525  -2.802
H  2.022  -1.738  -0.808
H  1.544  -2.271  -2.414
H  2.071  -3.439  -1.214
H  -3.649  -2.560  -0.847
H  -5.180  -1.412  -2.350
H  -5.156  1.078  -2.482
H  -3.605  2.333  -1.061
H  -1.897  4.109  2.768
H  -1.478  2.682  3.715
H  -3.042  3.461  3.929
H  -3.796  3.689  0.641
H  -4.659  3.525  2.152
H  -4.761  2.253  0.950
H  -3.133  0.781  3.738
H  -3.946  0.329  2.231
H  -4.618  1.583  3.259
H  0.182  3.613  1.975
H  0.877  4.363  0.535
H  1.061  2.631  0.808
H  -2.122  4.774  1.228
H  -2.568  4.603  -0.478
H  -1.063  5.373  -0.029
H  0.334  2.588  -1.545
H  -0.436  4.150  -1.762
H  -1.380  2.691  -1.971
Cl  6.211  5.173  -1.897
C  5.103  4.261  -2.862
C  3.757  4.584  -2.859
C  2.893  3.822  -3.630
C  3.330  2.742  -4.391
C  2.324  1.991  -5.230
C  2.116  0.511  -4.868
N  1.179  0.367  -3.758
C  -0.182  0.491  -3.864
C  -0.668  0.410  -2.605
N  0.369  0.253  -1.704
C  1.468  0.247  -2.458
O  2.659  2.058  -6.601
C  1.819  2.932  -7.363
C  0.395  2.456  -7.397
C  -0.651  3.003  -6.715
Cl  -0.618  4.391  -5.694
S  -2.132  2.178  -6.967
C  -1.357  1.041  -7.992
C  -0.035  1.310  -8.137
C  4.693  2.451  -4.369
Cl  5.345  1.146  -5.307
C  5.582  3.202  -3.618
H  3.402  5.428  -2.285
H  1.843  4.083  -3.664
H  1.360  2.476  -5.052
H  3.040  -0.005  -4.609
H  1.680  0.023  -5.738
H  -0.675  0.600  -4.815
H  -1.692  0.427  -2.304
H  2.467  0.060  -2.117
H  2.246  2.919  -8.365
H  1.879  3.955  -6.980
H  -1.932  0.257  -8.454
H  0.629  0.729  -8.760
H  6.637  2.968  -3.632

Net charge: +2
Multiplicity: 2
Kohn-Sham gap (alpha / beta), Ha: 0.1983 / 0.1972

Here are the Löwdin charges for atoms 1 to 6, given in e:
1 Ru 1.1137
2 O -0.3494
3 S 0.6016
4 O -0.2542
5 N -0.2207
6 C -0.2489

=====

# 4
# C3H6NO5S

A gas-phase ion, C3H6NO5S (charge -1) (the ωB97M-V functional and the def2-TZVPD basis, the OMol25 dataset).

Positions of all 16 atoms, in Å:
C  1.764  2.247  -0.678
C  1.245  1.467  0.471
C  0.807  0.029  0.123
N  -0.484  -0.350  0.265
O  -0.936  -1.655  0.162
O  -1.874  -3.981  -0.556
O  -1.352  0.548  0.545
O  -2.997  -2.919  1.335
O  -3.592  -2.324  -0.948
S  -2.646  -2.862  -0.025
H  2.653  1.647  -1.001
H  1.030  2.342  -1.501
H  2.225  3.226  -0.324
H  2.168  1.420  1.161
H  0.368  1.870  0.860
H  1.622  -0.704  0.113

Energy relative to the best compared isomer or geometry (same formula, charge and spin), kcal/mol: 31.71
Net charge: -1
Multiplicity: 3
Kohn-Sham gap (alpha / beta), Ha: 0.2082 / 0.3021

Here are the Löwdin charges for atoms 1 to 6, given in e:
1 C -0.1616
2 C -0.2892
3 C -0.0416
4 N -0.3610
5 O -0.2260
6 O -0.3328

=====

# 5
# C3H5NO3

C3H5NO3 in the gas phase (the ωB97M-V functional and the def2-TZVPD basis, the OMol25 dataset).

Positions of all 12 atoms, in Å:
C  0.821  -0.220  0.369
C  -0.746  -0.057  -0.011
N  1.845  -0.841  -0.346
C  -1.031  1.267  0.498
O  -0.260  -1.099  0.810
O  -1.602  -0.487  -0.993
O  1.035  0.770  1.148
H  -1.826  -1.413  -0.815
H  1.542  -1.307  -1.189
H  2.646  -0.238  -0.464
H  -0.376  2.077  0.224
H  -2.048  1.549  0.768

Energy relative to the best compared isomer or geometry (same formula, charge and spin), kcal/mol: 131.39
Kohn-Sham gap (alpha / beta), Ha: 0.2980 / 0.2695

Here are the Löwdin charges for atoms 1 to 6, given in e:
1 C -0.6122
2 C -0.4926
3 N 0.1661
4 C 0.2085
5 O 0.0934
6 O 0.0991

=====

# 6
# C3H7NOSi

2 unconnected molecules or ions with the total composition C3H7NOSi (the ωB97M-V functional and the def2-TZVPD basis, the OMol25 dataset).

Positions of all 13 atoms, in Å:
O  2.197  0.925  2.424
C  1.497  0.165  1.914
N  0.824  -0.647  1.399
Si  -0.554  -1.658  1.235
H  -1.638  -1.246  1.995
H  -0.049  -2.959  1.487
H  -1.105  -1.552  -0.293
C  -0.845  1.128  -1.834
C  0.455  1.109  -1.575
H  -1.542  0.231  -1.595
H  -1.469  2.047  -2.191
H  1.131  0.496  -0.998
H  1.098  1.961  -1.969

Energy relative to the best compared isomer or geometry (same formula, charge and spin), kcal/mol: 29.05
SMILES string: O=C=N[SiH3].C=C
Kohn-Sham gap, Ha: 0.3959

Here are the Löwdin charges for atoms 1 to 6, given in e:
1 O 0.1659
2 C -0.4385
3 N -0.0385
4 Si 0.5978
5 H -0.1103
6 H -0.0945

=====

# 7
# C6H9N

A molecular structure, C6H9N (the ωB97M-V functional and the def2-TZVPD basis, the OMol25 dataset).

Positions of all 16 atoms, in Å:
C  1.269  1.283  0.198
C  0.609  -0.084  -0.129
C  -0.561  -0.556  0.930
C  -1.778  -0.248  0.052
C  -0.648  -0.104  -1.040
C  1.642  -1.122  -0.342
N  2.424  -1.978  -0.406
H  1.863  1.772  -0.595
H  1.938  1.201  1.067
H  0.469  1.978  0.462
H  -0.449  0.079  1.791
H  -0.471  -1.625  1.098
H  -2.517  -1.040  -0.175
H  -2.356  0.663  0.299
H  -0.631  -1.022  -1.619
H  -0.802  0.804  -1.592

Energy relative to the best compared isomer or geometry (same formula, charge and spin), kcal/mol: 41.52
Kohn-Sham gap, Ha: 0.3902

Here are the Löwdin charges for atoms 1 to 6, given in e:
1 C -0.0404
2 C -0.4165
3 C -0.1143
4 C -0.1429
5 C -0.1380
6 C -0.1812

=====

# 8
# C11H10O

C11H10O in the gas phase (the ωB97M-V functional and the def2-TZVPD basis, the OMol25 dataset).

Positions of all 22 atoms, in Å:
C  3.630  -0.148  0.684
O  2.755  -0.838  -0.264
C  1.530  -0.291  -0.505
C  1.553  1.078  -0.603
C  0.234  1.590  -0.440
C  -0.959  0.706  -0.144
C  -2.263  1.232  0.106
C  -3.420  0.428  0.199
C  -3.164  -1.021  0.116
C  -1.938  -1.537  -0.209
C  -0.803  -0.762  -0.238
C  0.555  -1.169  -0.447
H  3.208  0.713  1.358
H  4.659  0.165  0.320
H  3.840  -0.938  1.337
H  2.534  1.619  -0.586
H  -0.019  2.642  -0.515
H  -2.295  2.300  0.221
H  -4.408  0.791  0.449
H  -4.011  -1.704  0.168
H  -1.833  -2.610  -0.623
H  0.614  -2.246  -0.385

Energy relative to the best compared isomer or geometry (same formula, charge and spin), kcal/mol: 52.92
SMILES string: COc1ccc2ccccc2c1
Kohn-Sham gap, Ha: 0.3083

Here are the Löwdin charges for atoms 1 to 6, given in e:
1 C -0.0771
2 O -0.1033
3 C -0.3681
4 C -0.0115
5 C 0.0289
6 C -0.1196

=====

# 9
# C3H10NO4

2 unconnected molecules or ions with the total composition C3H10NO4 (the ωB97M-V functional and the def2-TZVPD basis, the OMol25 dataset).

Positions of all 18 atoms, in Å:
O  0.897  -2.111  1.642
C  0.727  -1.126  1.039
O  1.692  -0.369  0.448
C  -0.657  -0.369  0.932
C  -1.387  -1.317  0.066
O  -2.203  -0.539  -0.789
N  -0.387  0.915  -0.037
H  2.651  -0.558  0.587
H  -1.320  -0.178  1.900
H  -2.037  -1.980  0.824
H  -0.805  -1.873  -0.719
H  -2.528  -0.988  -1.527
H  -0.208  1.549  0.743
H  0.516  0.698  -0.663
H  -1.235  0.959  -0.625
H  2.769  2.051  -1.075
H  1.689  3.089  -1.451
O  1.826  2.148  -1.296

Energy relative to the best compared isomer or geometry (same formula, charge and spin), kcal/mol: 44.64
Net charge: +1
Kohn-Sham gap, Ha: 0.4302

Here are the Löwdin charges for atoms 1 to 6, given in e:
1 O 0.2064
2 C -0.4923
3 O 0.0728
4 C -0.0988
5 C -0.2203
6 O -0.0520

=====

# 10
# C28H39F6IN4O8S3

3 unconnected molecules or ions with the total composition C28H39F6IN4O8S3 (the ωB97M-V functional and the def2-TZVPD basis, the OMol25 dataset).

Positions of all 89 atoms, in Å:
C  -0.154  6.449  6.522
C  0.424  5.022  6.749
C  0.256  4.339  8.069
C  0.761  2.965  8.289
C  1.477  2.200  7.227
C  1.646  2.875  5.942
C  2.382  2.234  4.680
C  1.412  2.369  3.487
C  1.633  3.026  2.211
S  3.222  3.772  1.836
O  4.313  3.506  2.749
O  2.999  5.217  1.761
F  3.784  3.347  0.336
C  0.495  3.097  1.169
I  0.852  4.170  -0.686
C  -0.819  2.483  1.392
S  -2.203  2.578  0.187
O  -1.752  2.388  -1.204
O  -3.179  1.505  0.422
C  -2.948  4.272  0.385
F  -3.581  4.576  -0.811
F  -1.984  5.269  0.535
C  -3.965  4.445  1.605
F  -5.171  4.834  1.088
F  -3.535  5.514  2.385
F  -4.042  3.383  2.446
C  -1.121  1.748  2.682
N  -2.229  1.105  3.110
S  -1.935  0.464  4.623
N  -0.394  1.027  4.766
C  0.044  1.736  3.671
C  1.136  4.260  5.719
H  -0.070  6.769  5.442
H  -1.264  6.463  6.751
H  0.315  7.247  7.157
H  -0.264  4.907  8.880
H  0.588  2.519  9.303
H  1.858  1.162  7.372
H  2.555  1.142  4.883
H  3.363  2.753  4.622
H  1.264  4.751  4.712
C  1.925  0.048  -7.278
O  2.195  0.926  -6.198
C  1.178  1.903  -5.983
C  0.393  1.607  -4.710
N  -0.452  0.427  -4.862
C  -0.997  -0.089  -3.602
C  -0.011  -0.529  -2.514
O  0.728  -1.704  -2.827
C  1.856  -1.492  -3.660
H  2.839  -0.504  -7.499
H  1.149  -0.676  -7.015
H  1.629  0.600  -8.175
H  0.518  2.007  -6.849
H  1.694  2.858  -5.849
H  -0.237  2.469  -4.465
H  1.121  1.477  -3.900
H  0.089  -0.312  -5.297
H  -1.616  -0.954  -3.864
H  -1.672  0.664  -3.184
H  -0.606  -0.788  -1.632
H  0.659  0.276  -2.194
H  2.342  -0.533  -3.466
H  1.570  -1.574  -4.710
H  2.576  -2.288  -3.462
C  -3.184  -5.019  -1.721
O  -2.167  -5.040  -2.707
C  -1.076  -4.159  -2.426
C  0.171  -4.943  -2.035
N  0.027  -5.559  -0.718
C  1.046  -6.563  -0.405
C  1.162  -7.786  -1.324
O  0.063  -8.684  -1.249
C  -1.068  -8.307  -2.016
H  -4.053  -5.541  -2.125
H  -2.868  -5.543  -0.814
H  -3.480  -3.995  -1.475
H  -1.334  -3.410  -1.672
H  -0.864  -3.627  -3.355
H  1.031  -4.267  -2.022
H  0.341  -5.696  -2.814
H  -0.881  -6.005  -0.660
H  0.826  -6.924  0.605
H  2.019  -6.064  -0.354
H  2.029  -8.359  -0.982
H  1.374  -7.519  -2.365
H  -0.791  -7.803  -2.945
H  -1.735  -7.680  -1.422
H  -1.621  -9.213  -2.269

Energy relative to the best compared isomer or geometry (same formula, charge and spin), kcal/mol: 111.49
SMILES string: Cc1cccc(Cc2c(S(=O)(=O)F)c(I)c(S(=O)(=O)C(F)(F)C(F)(F)F)c3nsnc23)c1.COCCNCCOC.COCCNCCOC
Kohn-Sham gap, Ha: 0.2194

Here are the Löwdin charges for atoms 1 to 6, given in e:
1 C -0.0786
2 C -0.2300
3 C -0.0386
4 C -0.0635
5 C -0.0401
6 C -0.1982

=====

F_max / hartree/bohr: 0.0419, 0.0074, 0.0207, 0.1277, 0.0377, 0.0716, 0.0329, 0.0976, 0.0764, 0.1101
Total energy / eV: -11337.02042, -170847.98310, -146535.54216, -25765.66164, -10819.99021, -14638.39227, -7856.35917, -13614.28421, -12945.28092, -108910.68469